Formula: C74H181N11O16
Source: the OMol25 dataset
Level of theory: wB97M-V/def2-TZVPD

- Energy relative to the best compared isomer or geometry (same formula, charge and spin): 6.2 kcal/mol
- HOMO: -8.0 eV
- DFT total energy: -4733.7744 hartree
- Frontier orbital gap: 8.25 eV

Atoms and positions in Å:
H (1.9199, 4.5534, -5.5251)
H (3.3868, -2.8951, -2.9988)
H (-0.8982, -0.4782, -1.8559)
H (9.0408, 0.8038, 3.7769)
H (-4.4767, -0.4196, 4.5175)
H (-2.1662, -5.7080, -5.8878)
H (-2.9416, 7.2362, 0.1892)
H (-6.3295, 1.7287, -2.8904)
H (-8.7181, -2.2177, -0.2835)
H (-4.3716, 4.7173, 2.4668)
H (-3.3817, 8.9963, -2.6982)
H (5.3377, -4.9951, -3.5973)
H (5.0499, -2.3407, -3.3139)
H (-2.4136, -6.8793, 5.7769)
O (2.7797, 5.0291, -3.8082)
C (-2.2294, 6.6623, -1.7098)
H (6.0145, -0.7256, 5.1356)
H (7.5829, -0.2981, 0.6498)
C (4.7419, 0.8045, 8.7933)
H (-5.7473, -3.6820, 5.6864)
H (-6.4433, -1.4764, 0.5628)
C (-4.4860, 6.2437, -2.7433)
H (4.1155, -1.4298, -5.0362)
H (1.1396, 2.7500, -0.4086)
H (6.6504, -3.2237, -2.1294)
C (3.5615, -0.0467, 6.1946)
C (-1.0421, 2.2884, -0.3902)
H (-0.5419, 2.1468, 1.7093)
H (-3.0703, -5.7261, 3.7726)
H (1.8978, 6.0890, -2.2564)
C (-3.4970, -5.3528, 4.7063)
H (-1.5505, 6.1894, 0.3276)
H (0.3644, 2.6753, -1.9280)
H (-4.4191, -5.9268, 4.8548)
C (0.7759, 0.7633, -1.1453)
H (0.1910, -3.4073, 4.3501)
O (-4.9853, 1.5472, 3.9806)
H (-6.8340, 3.1067, -1.9750)
H (-5.4612, 6.6434, -0.9232)
C (-1.0662, 1.5621, 0.9505)
O (-2.6432, -1.7793, 4.5724)
H (2.4123, -1.2257, -4.8334)
N (6.2442, -1.8122, 1.2275)
H (-3.1861, 3.8865, -1.7976)
H (-0.0230, 1.7980, -4.1340)
H (3.4381, -3.4499, 3.1677)
H (4.2466, 6.4023, -2.1560)
H (1.0835, -1.9277, -6.7613)
O (1.1026, -1.3152, 0.0101)
C (-2.4867, 6.3244, -0.2148)
H (-6.3956, -2.2645, -1.0804)
C (-3.9214, 5.0093, -3.4763)
C (-0.8145, 1.8495, -6.1109)
H (7.3186, 0.1695, 9.0052)
O (5.6118, -1.2714, 5.8227)
H (0.6458, -3.2195, 5.9861)
C (-4.7075, -3.4326, 5.9014)
H (-5.0945, 3.3024, 0.3674)
C (2.2284, 0.7794, -1.6595)
C (8.3982, 0.0296, 4.2175)
O (-3.1704, 3.7369, 3.8234)
H (2.6897, -1.7612, 7.2242)
H (-6.3574, 5.4751, -1.8247)
H (3.9664, 1.4091, 4.6311)
H (3.7352, -3.9305, -5.0655)
H (-5.4907, -4.0544, 3.3208)
O (-3.8249, 8.4361, -2.0502)
O (7.6892, -0.6152, 3.1818)
H (3.9013, -6.1088, -5.5375)
C (6.8194, 0.2213, 2.4414)
H (2.9318, 1.3217, -1.0148)
H (1.8837, -1.3225, 0.5930)
H (5.8163, 4.7889, -1.1918)
N (-3.3931, 7.1499, -2.4382)
C (-1.9559, -6.5394, -5.2115)
C (3.1875, -1.2871, -5.5980)
H (-6.1733, 6.2059, -4.2145)
H (4.3114, -4.0622, -0.8450)
H (-4.8557, 4.9898, -0.9744)
C (2.8036, -1.3798, 6.2066)
C (0.1004, 1.2355, -5.0634)
O (-8.5118, 1.6632, -0.4535)
H (5.8777, 0.4969, 2.9324)
H (-4.3335, 3.8943, -5.5915)
H (-4.6340, -2.3658, 6.1017)
C (3.2812, 2.7865, 1.9391)
H (-0.2574, 0.7267, -3.0237)
H (3.6907, -5.2918, -2.9273)
C (5.4852, 0.2673, 0.2067)
H (-4.9510, 3.0509, -7.0436)
H (-2.0708, -0.7355, -0.3297)
H (-0.8672, 4.9925, -1.7022)
H (2.4024, 0.5648, 4.3965)
C (-4.9091, 0.7079, -0.4296)
C (-8.7918, -1.1369, -0.1788)
H (-1.2864, 8.6373, -1.2931)
H (-1.5371, 3.2618, -0.3896)
H (3.7159, 4.5179, 1.3081)
H (-4.7753, 4.3453, -3.6276)
C (0.8157, -4.2484, -2.0540)
C (-1.0847, 7.6905, -1.7979)
H (5.2615, 4.1512, -2.6267)
C (4.3415, -2.6381, -2.5363)
C (-2.7828, 4.3520, -2.7033)
O (3.0395, -4.7769, -6.8224)
C (2.9779, -3.7430, -5.8336)
C (5.2309, -7.4233, -2.6714)
H (-6.9222, -0.5254, -3.0379)
H (-4.0110, 1.0658, -0.9530)
H (-0.8800, 3.2386, -7.4813)
C (-0.0042, 0.0161, -2.2347)
H (3.4499, 2.0852, 2.7522)
C (3.0637, -6.0619, -6.2412)
H (2.5412, 6.3565, -0.4471)
H (3.2790, -0.3558, -6.1571)
H (4.0474, 6.3679, 0.2100)
H (-0.7437, -5.4289, 6.6445)
H (0.2757, -1.2154, 2.4841)
O (0.8472, -5.2661, -3.0375)
H (3.2967, -2.1530, 5.6196)
H (3.3132, -6.8190, -6.9896)
H (-0.7310, 7.9539, -2.7964)
H (-8.4621, 0.3242, -2.7949)
C (-2.5669, -5.7970, 5.8192)
H (5.8226, -1.7235, 9.6176)
H (3.9052, -0.2389, 4.0797)
H (-3.6830, 2.9135, 3.8552)
H (4.2142, -1.7432, -1.9314)
O (3.8744, 4.0551, 2.1445)
C (2.5428, 5.2139, -2.4463)
H (-2.0498, -0.3670, -4.8165)
H (-1.2583, -5.1223, -3.0211)
H (2.0048, -3.7620, -5.3259)
H (4.1594, -2.3585, 1.2794)
H (-5.6923, 1.1157, 3.4922)
H (-2.3376, -1.6435, 3.6672)
C (4.8814, 4.4426, -1.6416)
H (-0.1245, 0.1947, -4.8260)
H (3.0905, -4.2529, 1.6054)
H (-4.8267, -0.8662, -2.0077)
H (-1.3417, -1.9306, -6.6586)
C (3.0952, -2.4284, -6.5919)
C (-4.3336, 2.9556, -6.1552)
N (-0.3309, -7.7015, -3.7977)
H (-0.6763, -5.3627, 4.8748)
C (3.4225, 0.4713, 4.7618)
C (-1.2270, -5.0241, 5.7525)
N (-0.1568, 2.9725, -6.8156)
H (2.7376, -0.0656, 8.9499)
C (-0.4883, 0.1209, 1.0282)
H (-1.9184, 3.1151, -4.8132)
H (5.2911, -0.3884, -0.6419)
C (-0.0436, -0.1714, 2.4546)
O (5.3457, -6.1917, -1.9710)
H (0.7542, 0.4587, 2.8513)
H (4.3668, -7.4681, -3.3346)
H (-0.2451, 7.2248, -1.2754)
H (-4.2144, -1.2323, -0.4186)
H (7.5789, -0.5331, 7.4326)
C (-1.7253, -2.9875, 7.1766)
H (1.1318, 1.2789, -5.4094)
H (2.1972, 2.9458, 1.9553)
H (6.1856, -7.5824, -3.1832)
O (-0.9757, -1.8545, -5.7718)
H (-1.2252, 5.6392, -3.2681)
C (6.5682, -0.3826, 1.0661)
C (3.8305, 5.5137, -1.6616)
H (-3.3496, 0.3423, 3.3922)
C (5.2970, -1.6175, 8.6645)
H (-1.7458, 1.8112, -1.0891)
H (5.6908, -2.4528, 8.0813)
H (6.4581, -2.2938, 0.3525)
C (-7.6077, -0.4664, -0.8861)
C (-3.3681, 4.2816, 2.5343)
H (0.7730, 5.2229, -4.4225)
C (-4.0094, 0.5265, 4.2452)
H (-2.1250, 1.4854, 1.2197)
H (1.7813, -4.0482, -1.5844)
H (0.5570, -0.8336, -2.6266)
H (-4.3788, -4.0042, 6.7657)
H (-2.5898, 1.5133, -4.9897)
N (3.3748, 5.7962, -0.2906)
H (-5.9438, 7.7522, -3.5036)
H (-4.7400, -2.4571, 3.3537)
H (7.1879, 1.1306, 7.5228)
H (-3.5493, 5.1541, -4.4954)
H (-2.5860, -3.4711, 7.6320)
C (-4.5407, -3.5316, 3.4172)
H (1.4252, 3.5059, -4.2014)
H (1.8113, 0.9106, 7.0357)
C (4.7435, -5.1099, -2.6804)
N (4.9783, -0.2560, 6.5780)
H (-5.0691, 2.7441, -2.2143)
C (-1.4721, -3.4998, 5.7391)
H (7.3358, 1.1737, 2.2652)
C (-6.0610, 2.3391, -2.0267)
C (-0.1310, -2.9346, 5.2796)
H (-3.3072, 3.5570, 1.7148)
H (-0.2937, -1.8635, 5.1484)
O (-3.0016, 2.7326, -6.6014)
H (2.3902, 1.4586, -2.5097)
N (6.2299, -3.6762, -1.3183)
H (1.8263, -3.4582, 2.5927)
H (0.4953, -3.2869, -2.4714)
H (-0.8698, -3.2674, 7.7948)
H (1.9679, 4.3910, -1.9963)
H (4.7251, 0.5744, 9.8612)
C (1.6274, 4.5422, -4.4735)
H (3.5497, 2.2071, 1.0548)
N (1.8508, -2.2253, -7.3562)
H (-3.9648, -3.7199, 2.5044)
C (3.2326, 0.8391, 8.5749)
C (5.4755, -0.2792, 7.9594)
H (-2.0414, -7.4267, -5.8351)
H (1.8172, -1.1970, 5.7827)
H (6.8699, -2.1681, 1.9438)
C (-5.3412, 5.7610, -1.5620)
H (-3.1673, 5.4979, -0.0368)
C (-6.0152, 2.7287, 0.4305)
C (-7.8178, -0.4756, -2.4217)
H (-9.7496, -0.7588, -0.5347)
C (-2.1471, 2.3412, -5.5591)
H (2.5754, -0.2095, -1.9445)
H (-1.7154, -1.7594, -3.8626)
C (-1.9882, -1.4615, -4.8766)
C (-1.6926, 5.3535, -2.3142)
C (4.8209, -3.8788, -1.7975)
H (-0.3919, -4.3527, -4.3886)
H (0.1824, -6.4450, -5.3510)
H (-1.8152, -1.9020, 7.2008)
C (-0.4188, -5.2195, -3.7171)
H (5.8080, 1.2378, -0.1765)
H (-1.0474, -7.7985, -3.0799)
H (8.9019, -0.7862, 4.7253)
N (-7.3322, 0.8721, -0.4098)
H (-2.6885, -6.4793, -4.4043)
C (-6.3808, -1.3280, -0.5153)
H (-2.3841, -0.7977, 1.3978)
H (-0.8323, 0.0112, 3.1926)
H (6.6062, -4.6141, -1.2232)
C (-1.5892, -0.8522, 0.6430)
H (1.5314, -3.1511, -7.6402)
H (-4.6638, 2.1473, -5.4978)
C (2.8549, -3.3963, 2.2417)
H (-3.3754, 0.8697, 5.0600)
C (-5.0367, -0.7403, -0.9460)
C (6.9427, 0.1713, 7.9804)
H (5.1274, 1.7891, 8.5297)
C (-3.8027, -3.8497, 4.6845)
H (7.8054, 0.6511, 4.9029)
H (-2.9641, -5.6797, 6.8334)
H (4.5199, 3.5228, -1.1769)
C (2.8981, 1.0026, 7.0907)
N (-2.5066, -3.1773, 4.7595)
H (4.5120, 0.3858, 0.6817)
H (2.0844, -6.3521, -5.8564)
H (2.8036, 1.6169, 9.2115)
H (-2.2908, 3.6008, -3.3256)
H (5.1227, -8.2178, -1.9302)
H (-6.0363, 2.1878, 1.3811)
O (3.2222, -2.2339, 1.5015)
H (0.1452, -4.4527, -1.2116)
H (-8.7210, 1.7736, 0.4799)
H (-8.7653, -0.9209, 0.8928)
C (0.3527, 2.2039, -0.9342)
C (-0.5634, -6.4817, -4.5542)
H (-1.0822, 1.1633, -6.9280)
H (-2.6471, 5.0726, 2.3423)
H (0.6384, 2.6649, -7.3630)
H (0.5189, -7.6560, -3.2459)
H (4.2459, -1.7809, 8.9076)
H (-1.3292, -1.9162, 0.6311)
H (-4.5440, 0.7234, 0.6012)
H (3.2080, 2.0266, 6.8715)
H (3.9082, -2.4928, -7.3148)
H (-8.4543, -1.3387, -2.6547)
N (0.6992, 0.0385, 0.1327)
H (-3.0126, -1.7998, -5.0499)
C (-5.3923, 6.8623, -3.8231)
H (-4.8571, 7.1936, -4.7172)
C (-6.0927, 1.6338, -0.6471)
H (-6.9077, 3.3534, 0.4342)

Atomic forces in eV per Å
H -0.196 -0.242 -0.005
H -0.044 0.349 -0.129
H -0.222 0.418 0.067
H 0.589 -0.454 0.018
H -0.009 0.215 0.089
H 0.287 0.236 0.174
H -0.134 -0.220 0.363
H 0.122 -0.367 0.214
H -0.138 0.007 -0.241
H -0.019 0.156 -0.078
H -0.210 0.082 0.068
H -0.244 0.408 -0.190
H 0.015 -0.315 -0.130
H 0.206 0.047 -0.325
O -0.150 0.001 0.477
C 0.553 -0.545 0.931
H 0.256 -0.537 -0.178
H -0.297 0.075 -0.775
C -1.535 -0.490 -0.249
H -0.037 -0.008 0.099
H 0.320 -0.251 0.024
C -0.693 -0.652 -1.801
H 0.040 0.316 -0.031
H -0.290 -0.114 0.624
H 0.691 -0.263 0.285
C -0.384 -0.764 -0.093
C -0.460 -0.806 0.096
H -0.119 0.240 -0.044
H 0.004 0.454 -0.213
H -0.110 0.144 -0.397
C -0.519 -0.858 0.796
H 0.016 -0.242 -0.096
H 0.038 -0.101 -0.075
H -0.248 0.315 -0.258
C 0.650 -1.283 -0.220
H -0.290 0.262 -0.277
O 0.276 -0.498 -0.062
H 0.268 0.292 -0.215
H -0.030 -0.157 0.221
C -0.589 0.135 0.375
O 0.115 -0.260 0.394
H -0.404 -0.182 -0.381
N -0.132 0.146 -0.020
H 0.082 -0.249 -0.080
H 0.415 0.313 -0.443
H 0.205 -0.103 -0.110
H 0.066 0.028 0.125
H 0.328 0.313 0.393
O 0.079 0.447 -0.067
C -0.254 1.728 -0.065
H -0.728 -0.309 0.517
C 0.732 -0.319 0.435
C 0.052 -0.064 -1.438
H -0.106 0.102 0.055
O -0.267 0.353 -0.233
H -0.065 0.503 0.292
C 0.320 -0.747 -0.703
H -0.071 0.110 -0.085
C 0.618 1.089 0.080
C -0.058 0.671 -0.510
O 0.334 -0.324 -0.363
H -0.101 -0.027 -0.011
H 0.143 -0.287 -0.311
H -0.186 0.145 0.155
H 0.278 0.202 -0.150
H 0.035 -0.125 0.253
O 0.090 -0.191 0.452
O -0.947 -0.075 0.054
H -0.425 -0.112 0.522
C -0.121 1.133 -0.418
H -0.134 -0.758 0.778
H 0.090 -0.617 -0.259
H -0.311 0.005 0.629
N 0.526 -0.712 -1.151
C 0.524 0.348 0.175
C 1.685 0.098 -0.132
H 0.192 -0.473 0.398
H -0.721 -0.020 -0.424
H -0.141 -0.119 -0.075
C -0.408 0.190 0.549
C -0.470 0.234 -0.417
O 0.356 0.146 -0.332
H 0.009 -0.463 0.462
H -0.437 -0.282 -0.222
H 0.087 0.024 -0.026
C -1.237 -0.186 0.606
H -0.082 -0.868 0.702
H 0.030 -0.323 -0.083
C 0.488 0.142 -0.119
H -0.134 -0.102 0.067
H 0.134 0.652 0.083
H -0.276 -0.325 0.222
H -0.152 0.125 0.427
C 1.301 -0.494 -1.081
C -0.103 0.851 0.306
H -0.231 -0.148 0.155
H 0.694 0.385 0.702
H -0.030 0.328 0.010
H 0.122 -0.210 0.334
C 0.279 0.730 0.575
C 0.139 -0.031 0.578
H -0.597 0.157 -0.253
C -0.257 -0.343 0.077
C 0.198 -0.211 0.838
O -0.077 -0.015 0.223
C 0.083 -0.545 -0.606
C 0.674 -0.057 0.639
H 0.137 0.047 0.203
H -0.268 0.624 -0.075
H 0.393 0.485 -0.145
C -0.736 0.110 0.139
H 0.442 0.398 0.321
C 0.436 -0.248 -0.588
H 0.008 0.157 0.771
H -0.207 0.159 0.223
H -0.031 0.081 -0.087
H 0.732 0.848 -0.018
H 0.013 0.012 0.334
O -0.794 0.479 0.494
H 0.151 0.164 -0.081
H -0.078 0.342 -0.340
H -0.351 -0.363 -0.229
H 0.315 0.435 0.381
C 0.563 0.254 0.132
H 0.124 0.588 0.002
H -0.093 -0.058 -0.043
H -0.128 0.400 0.089
H -0.105 -0.237 0.373
O 0.577 -0.656 -0.391
C 0.074 0.160 0.719
H -0.045 -0.176 -0.168
H 0.073 -0.023 0.214
H -0.070 -0.029 0.086
H 0.357 0.540 0.120
H -0.066 0.249 -0.082
H 0.107 -0.009 0.046
C 0.788 -0.659 -0.700
H 0.032 0.272 -0.393
H -0.246 -0.343 0.332
H -0.295 0.276 -0.122
H -0.004 0.086 0.029
C -1.916 -0.082 0.916
C 0.737 0.579 0.001
N -0.306 -0.395 0.481
H 0.060 0.228 -0.093
C 1.540 -0.284 -0.532
C -1.876 -1.303 0.322
N -0.716 0.395 0.371
H 0.316 -0.188 -0.014
C 0.238 0.936 -1.528
H -0.217 0.246 -0.641
H 0.187 0.053 -0.151
C -0.004 -0.219 0.379
O -1.109 0.062 -0.032
H 0.280 0.062 -0.652
H 0.083 0.159 -0.145
H 0.144 0.177 -0.024
H -0.184 -0.502 -0.217
H -0.136 -0.196 0.086
C 0.155 -0.374 -0.185
H 0.094 0.086 0.131
H -0.171 -0.341 -0.341
H -0.299 -0.199 -0.429
O -0.188 -0.516 -0.239
H 0.084 -0.029 -0.009
C 0.319 -0.865 0.559
C -0.185 0.075 -0.463
H -0.132 0.149 -0.230
C 0.130 -0.799 0.144
H 0.371 -0.569 -0.064
H -0.302 0.086 -0.292
H -0.113 -0.170 0.170
C 1.087 -0.242 -1.314
C -0.584 0.207 0.025
H -0.118 -0.202 0.490
C -0.163 0.045 0.145
H 0.117 0.052 0.528
H 0.232 -0.427 -0.382
H 0.345 0.267 -0.193
H -0.217 0.179 0.202
H -0.205 0.003 -0.001
N -0.137 0.106 -0.404
H 0.161 -0.057 0.373
H -0.254 -0.033 0.194
H -0.669 0.207 0.085
H -0.003 0.969 0.181
H -0.161 0.226 -0.007
C 0.178 1.108 -1.181
H -0.348 0.139 0.244
H 0.014 0.179 -0.609
C 0.353 -0.149 0.362
N 0.011 1.517 0.124
H -0.087 0.286 0.102
C 0.919 -0.748 0.716
H -0.037 0.155 0.038
C -0.478 -0.333 0.164
C -0.534 0.143 -0.360
H 0.273 -0.212 0.147
H 0.749 0.036 0.071
O 0.076 -0.231 0.044
H -0.861 -0.409 -0.531
N -0.805 0.378 -1.020
H -0.257 0.571 -0.645
H -0.029 -0.019 -0.176
H 0.071 0.111 -0.041
H 0.361 -0.325 -0.089
H 1.346 0.208 0.039
C 0.947 0.285 -1.250
H 0.225 0.582 -0.398
N -0.328 -0.609 -0.595
H 0.185 -0.353 0.196
C -0.233 -0.626 -0.480
C -0.106 1.146 0.746
H -0.182 -0.251 0.386
H -0.055 -0.188 0.088
H -0.096 -0.247 -0.092
C 0.098 1.363 0.536
H 0.149 -0.122 -0.130
C -0.520 -0.905 0.359
C -1.309 -0.798 -0.118
H -0.012 -0.175 -0.170
C 0.837 -0.557 0.502
H 0.181 -0.010 0.241
H 0.148 -0.310 -0.125
C -0.337 1.025 0.985
C -0.487 1.038 -1.942
C 1.374 0.320 0.943
H -0.278 0.165 0.085
H 0.035 0.003 0.049
H -0.202 -0.007 -0.014
C 0.831 -0.300 -0.726
H -0.064 0.037 0.001
H -0.187 -0.061 -0.235
H 0.352 0.396 0.253
N -0.072 -0.127 1.848
H -0.297 -0.407 -0.197
C 0.523 0.035 -1.068
H -0.103 0.196 -0.064
H -0.362 -0.316 -0.259
H 0.371 0.120 0.023
C -0.933 -1.214 0.190
H 0.211 0.122 -0.478
H -0.157 -0.112 -0.099
C 0.913 -0.297 0.123
H -0.120 -0.020 0.096
C -0.106 0.809 1.671
C 0.901 -1.037 -0.349
H 0.213 0.037 0.365
C -0.062 -0.257 1.511
H -0.537 -0.612 0.136
H -0.359 0.360 -0.177
H 0.068 0.113 0.284
C 0.003 0.053 1.593
N 0.531 -0.428 -1.425
H 0.191 -0.112 0.453
H 0.223 0.134 0.566
H -0.020 0.280 -0.344
H -0.374 -0.145 0.598
H -0.007 0.046 -0.011
H 0.226 0.227 0.134
O -0.724 -0.069 0.318
H -0.220 -0.333 -0.197
H -0.144 0.065 -0.062
H 0.163 0.012 0.012
C -0.139 0.611 -1.497
C -0.223 0.137 -0.353
H 0.015 -0.710 0.526
H 0.131 -0.044 0.186
H -0.015 -0.234 0.084
H 0.216 0.268 -0.315
H -0.025 -0.161 -0.244
H 0.621 0.172 0.195
H -0.599 -0.263 0.258
H -0.061 -0.090 -0.674
H 0.238 0.222 0.270
H 0.445 -0.294 -0.135
N 0.377 0.831 1.146
H 0.227 -0.454 -0.462
C -0.637 1.206 -0.258
H 0.449 -0.129 0.221
C -0.405 0.322 -0.618
H 0.236 0.305 -0.295

Here are the Löwdin charges for atoms 1 to 4, given in e: H 0.083; H 0.063; H 0.066; H 0.091